No. 1
Below is C28H32Cl5MnN4OSSi as an isolated structure, with properties calculated with the ωB97M-V functional and the def2-TZVPD basis.

Positions of all 73 atoms, in Å:
Mn -0.5859 1.3629 -0.4789
N 2.1240 -0.9387 2.1995
C 1.3481 -0.0234 1.5323
S 0.0566 -0.7487 0.4454
N 1.3937 1.2019 1.8194
N 0.4670 2.0696 1.2462
C -0.2019 2.8155 2.1393
C -0.0828 2.6549 3.6080
C -0.1668 1.4047 4.2255
C -0.2130 1.3076 5.6056
C -0.1743 2.4517 6.3932
C -0.1041 3.6967 5.7893
C -0.0661 3.7975 4.4055
C -1.2308 3.6737 1.6795
C -2.6199 3.3295 2.2854
C -3.6171 2.4940 1.9077
C -3.8662 1.5266 0.7106
C -3.0871 1.7365 -0.3304
N -1.3297 3.5123 0.2768
H 2.2632 -1.8460 1.7963
H 2.8655 -0.5555 2.7628
H -0.2349 0.5082 3.6261
H -0.2897 0.3325 6.0698
H -0.2119 2.3700 7.4719
H -0.0829 4.5935 6.3950
H -0.0166 4.7672 3.9274
H -2.8024 3.7790 3.2571
H -4.4130 2.4561 2.6498
H -4.6426 0.7820 0.8080
H -3.0130 3.6527 -1.0741
Cl -3.3822 4.4529 -5.8643
C -2.3705 3.5356 -4.8135
C -2.4806 3.6646 -3.4347
Cl -3.6794 4.7657 -2.8237
C -1.7424 2.8451 -2.5878
Cl -1.9894 2.7327 -0.8041
C -0.6887 2.0420 -3.1164
O 0.1610 1.4359 -2.3335
C -0.5966 1.9213 -4.5123
Cl 0.6123 0.8773 -5.1526
C -1.4308 2.6484 -5.3479
Cl -1.2964 2.4731 -7.0483
C -0.4317 -1.9421 -2.4199
Si 0.7983 -2.2666 -1.0394
C 2.5773 -1.9449 -1.6197
C 2.6113 -0.5950 -2.3515
C 3.6625 -1.9023 -0.5381
C 2.9373 -3.0597 -2.6191
C 0.3568 -3.9230 -0.2084
C -1.1368 -3.9187 0.1558
C 0.5990 -5.0775 -1.1945
C 1.1578 -4.1838 1.0729
H -1.0489 -2.8171 -2.6255
H 0.0601 -1.6367 -3.3436
H -1.1037 -1.1278 -2.1415
H 2.2517 0.2244 -1.7287
H 2.0085 -0.5976 -3.2579
H 3.6449 -0.3766 -2.6361
H 3.5533 -1.0305 0.1044
H 4.6368 -1.8223 -1.0297
H 3.6885 -2.8012 0.0814
H 2.1412 -3.2515 -3.3442
H 3.1648 -3.9979 -2.1131
H 3.8277 -2.7593 -3.1783
H -1.7723 -3.9002 -0.7311
H -1.4070 -3.0690 0.7833
H -1.3700 -4.8310 0.7124
H 0.1088 -4.9080 -2.1564
H 0.1924 -6.0022 -0.7749
H 1.6587 -5.2404 -1.3859
H 0.8915 -3.4698 1.8563
H 2.2365 -4.1492 0.9050
H 0.9227 -5.1815 1.4551

Cartesian forces, eV/Å:
Mn 3.8 -2.3 1.1
N -0.2 0.0 0.1
C -0.2 -0.4 -0.1
S 0.5 -0.2 0.6
N 0.2 0.2 0.1
N -0.4 -0.6 0.3
C 0.0 0.0 0.3
C -0.1 0.1 0.1
C 0.0 0.1 0.0
C 0.0 0.0 0.0
C 0.0 0.0 0.0
C 0.0 0.0 0.0
C 0.1 0.0 0.0
C -2.3 -2.7 -0.5
C 1.1 0.3 0.3
C -0.9 -1.1 -0.2
C 2.1 3.3 2.4
C -1.2 -4.2 -3.1
N 3.5 2.8 -1.2
H 0.1 0.0 0.0
H 0.0 0.0 0.0
H 0.0 0.0 0.0
H 0.0 0.0 0.0
H 0.0 0.0 0.0
H 0.0 0.0 0.0
H 0.0 0.0 0.0
H 0.1 0.1 0.0
H -0.1 0.0 -0.1
H 0.0 -0.1 -0.1
H 0.3 -0.1 0.0
Cl 0.0 0.0 0.0
C 0.1 0.2 0.0
C -0.5 -0.3 0.1
Cl 0.1 0.0 0.1
C 1.3 -0.2 -2.5
Cl -6.6 5.0 1.4
C -0.1 0.2 0.6
O -0.9 -0.1 0.3
C -0.1 0.2 -0.2
Cl 0.0 0.0 0.0
C 0.1 -0.1 0.1
Cl 0.0 0.0 0.0
C 0.0 0.0 0.0
Si -0.2 0.1 0.0
C 0.1 0.0 0.0
C -0.1 -0.1 0.0
C 0.0 0.0 0.0
C -0.1 0.0 0.0
C 0.1 -0.1 0.0
C 0.0 0.1 -0.1
C 0.0 0.1 0.0
C 0.0 0.1 0.0
H 0.0 0.0 0.0
H 0.0 0.0 0.0
H 0.0 0.0 -0.1
H 0.0 0.0 0.0
H 0.0 0.0 0.0
H 0.0 0.0 0.0
H 0.0 0.0 0.0
H 0.0 0.0 0.0
H 0.0 0.0 0.0
H 0.0 0.0 0.0
H 0.0 0.0 0.0
H 0.0 0.0 0.0
H 0.0 0.0 0.0
H 0.0 0.0 0.0
H 0.0 0.0 0.0
H 0.0 0.0 0.0
H 0.0 0.0 0.0
H 0.0 0.0 0.0
H 0.0 0.0 0.0
H 0.0 0.0 0.0
H 0.0 0.0 0.0

Values from the calculation:
* LUMO level (alpha / beta): -1.02 / -0.38 eV
* spin multiplicity: 5
* highest occupied orbital energy (alpha / beta): -6.6 / -6.7 eV

---

No. 2
Below is C28H32ClN3OPdSi2 as an isolated structure, with properties calculated with the ωB97M-V functional and the def2-TZVPD basis.

Positions of all 68 atoms, in Å:
Pd 0.0849 -1.2892 -0.5908
Cl 1.5713 -4.8383 5.5934
C 0.9202 -4.1218 4.1451
C -0.4453 -4.2992 3.8355
C -0.9767 -3.7493 2.7096
C -0.1940 -2.9630 1.8093
O -0.7900 -2.4606 0.7938
C 1.1906 -2.8075 2.1319
C 2.1232 -2.0971 1.3331
N 1.8825 -1.4762 0.2259
C 2.9002 -0.8195 -0.5198
C 4.1849 -0.5831 -0.1217
C 5.1016 0.0445 -0.9945
C 4.7387 0.4156 -2.2547
C 3.4111 0.1980 -2.6933
C 2.9434 0.5313 -3.9876
C 1.6469 0.2924 -4.3195
C 0.7763 -0.2499 -3.3512
N 1.1793 -0.5700 -2.1495
C 2.4961 -0.3883 -1.8080
C 1.7124 -3.4007 3.3133
H -1.0670 -4.8804 4.5045
H -2.0232 -3.8745 2.4664
H 3.1482 -2.1051 1.6993
H 4.5187 -0.8676 0.8666
H 6.1103 0.2276 -0.6494
H 5.4490 0.8852 -2.9230
H 3.6269 0.9773 -4.6998
H 1.2610 0.5363 -5.2989
H -0.2775 -0.3874 -3.5574
H 2.7613 -3.2705 3.5519
C -0.5806 0.1680 2.8602
Si -1.9198 0.6757 1.6232
C -2.7769 2.1454 2.4535
C -3.3008 -0.6007 1.5217
C -1.2345 1.0122 -0.0382
C -2.0215 0.4468 -1.1125
C -3.0809 1.0651 -1.8177
C -3.8326 0.3625 -2.7283
C -3.5440 -0.9833 -2.9800
C -2.4742 -1.5403 -2.3276
N -1.7236 -0.8443 -1.4629
Si -0.3163 2.5594 -0.3249
C 0.1604 2.7575 -2.1386
C 1.2696 2.5554 0.7066
C -1.1867 4.1843 0.0913
H -0.9354 -0.5981 3.5576
H -0.2627 1.0298 3.4541
H 0.2982 -0.2277 2.3467
H -3.3595 1.7859 3.3096
H -3.4644 2.6530 1.7711
H -2.0669 2.8852 2.8310
H -3.4697 -1.0495 2.5057
H -3.0885 -1.4059 0.8209
H -4.2293 -0.1056 1.2218
H -3.3105 2.0950 -1.5758
H -4.6638 0.8408 -3.2325
H -4.1296 -1.5742 -3.6693
H -2.1754 -2.5676 -2.4999
H 0.9827 2.1017 -2.4314
H 0.4847 3.7861 -2.3196
H -0.6894 2.5553 -2.7978
H 1.5336 1.5302 0.9808
H 1.1375 3.1239 1.6317
H 2.1168 2.9949 0.1707
H -2.1537 4.2563 -0.4161
H -0.5856 5.0491 -0.2098
H -1.3723 4.2687 1.1641

Cartesian forces, eV/Å:
Pd -0.2 -0.5 -0.2
Cl 0.0 0.0 0.0
C -0.1 0.0 0.0
C 0.0 -0.1 0.1
C 0.0 0.1 -0.1
C 0.1 -0.1 0.1
O -0.1 0.1 0.0
C 0.0 0.0 0.0
C 0.1 -0.1 0.1
N 0.1 0.2 -0.2
C -0.3 -0.1 0.0
C 0.2 0.0 0.1
C 0.0 0.0 0.1
C -0.1 0.0 -0.1
C 0.0 0.0 0.0
C 0.1 0.0 0.0
C -0.1 -0.1 0.0
C 0.0 0.1 -0.1
N 0.2 0.1 0.1
C -0.2 0.0 0.0
C 0.0 0.0 0.0
H 0.0 0.0 0.0
H 0.0 0.0 0.0
H 0.0 0.0 0.0
H 0.0 0.0 0.0
H 0.0 0.0 0.0
H 0.0 0.0 0.0
H 0.0 0.0 0.0
H 0.0 0.0 0.0
H 0.0 0.0 0.0
H 0.0 0.0 0.0
C 0.0 -0.1 0.1
Si 0.1 -0.1 0.2
C 0.0 0.1 0.0
C 0.0 -0.1 0.0
C -0.3 0.3 -0.4
C 0.1 -0.2 0.0
C 0.1 0.0 0.0
C 0.0 0.0 0.0
C -0.1 0.0 -0.1
C 0.2 -0.1 0.0
N 0.1 0.2 0.3
Si 0.0 0.1 0.1
C 0.1 0.0 -0.1
C 0.0 0.0 0.1
C 0.0 0.1 0.0
H 0.0 0.0 0.0
H 0.0 0.0 0.0
H 0.0 0.0 0.0
H 0.0 0.0 0.0
H 0.0 0.0 0.0
H 0.0 0.0 0.0
H 0.0 0.0 0.0
H 0.0 -0.1 0.0
H 0.0 0.0 0.0
H 0.0 0.0 0.0
H 0.0 0.0 0.0
H 0.0 0.0 0.0
H 0.0 0.0 0.0
H 0.0 0.1 0.1
H 0.0 0.0 0.0
H 0.0 0.0 0.0
H 0.0 0.0 0.0
H 0.0 0.0 0.0
H 0.0 0.0 0.0
H 0.0 0.0 0.0
H 0.0 0.0 0.0
H 0.0 0.0 0.0

Values from the calculation:
* LUMO level: -1.07 eV
* ΔE to the lowest compared entry with this formula, charge and spin: 30.7 kJ/mol
* spin multiplicity: 1
* highest occupied orbital energy: -6.1 eV

---

No. 3
Below is a 4-piece molecular cluster, C28H32F3N2O17 overall, with properties calculated with the ωB97M-V functional and the def2-TZVPD basis.

Positions of all 82 atoms, in Å:
C 0.6123 1.1522 3.4568
C -0.0356 -0.0187 2.6024
O -0.3216 0.2770 1.2242
C 0.8096 0.6460 0.4707
C 1.9039 -0.5098 0.4372
F 2.7550 -0.4592 1.5634
O 2.7764 -0.4916 -0.6866
C 2.8545 0.7534 -1.3332
F 3.6137 1.6408 -0.5422
C 1.4846 1.4211 -1.7635
F 1.7460 2.8130 -1.7532
N 0.3188 1.0734 -0.8689
C -0.4469 -0.0222 -1.6115
O 0.3690 -1.0441 -2.1710
O 0.1592 -1.0469 -3.5463
C -0.6932 2.2021 -0.8496
C -0.6483 3.2502 0.3133
O 0.1967 4.3872 0.1359
C -2.1551 3.8590 0.4023
N -2.4436 4.8080 -0.7180
H 0.8728 2.0841 2.8853
H 0.0037 1.3957 4.3775
H 1.5976 0.7512 3.8593
H -1.0316 -0.2617 3.0896
H 0.5869 -0.9570 2.7617
H 1.3750 1.5412 0.8979
H 1.3532 -1.4983 0.4394
H 3.4632 0.5961 -2.2755
H 1.2508 1.2134 -2.8532
H -0.9373 0.5252 -2.4792
H -1.2927 -0.4476 -1.0071
H -0.4079 -1.8190 -3.8029
H -0.7312 2.7695 -1.8336
H -1.7192 1.7153 -0.7865
H -0.4566 2.8632 1.3501
H 0.2524 4.6602 -0.7928
H -2.9258 3.0405 0.4744
H -2.1692 4.4851 1.3419
H -2.2418 5.7643 -0.4066
H -1.7961 4.6347 -1.4933
C -2.8703 -5.1511 -3.9815
C -3.9233 -5.8549 -3.5534
C -4.7098 -5.4302 -2.3583
O -5.6708 -6.0834 -2.0100
C -4.2753 -4.2247 -1.6439
C -3.2231 -3.5296 -2.0730
C -2.4561 -3.9387 -3.2817
O -1.5070 -3.2605 -3.6523
O -2.7979 -2.4137 -1.4300
O -4.3203 -6.9778 -4.1840
H -2.2928 -5.4458 -4.8472
H -4.8408 -3.9350 -0.7685
H -2.0299 -2.1105 -1.9423
H -5.0969 -7.2964 -3.6861
C 0.7008 5.9213 7.8732
C 0.8860 4.6333 7.5753
C -0.0829 3.8833 6.7246
O 0.1317 2.7125 6.4591
C -1.2681 4.5942 6.2423
C -1.4557 5.8816 6.5428
C -0.4729 6.6393 7.3709
O -0.6714 7.8151 7.6066
O -2.5439 6.5546 6.1094
O 1.9622 3.9516 8.0314
H 1.3969 6.4766 8.4870
H -1.9720 4.0347 5.6413
H -2.4443 7.4609 6.4577
H 1.8662 3.0481 7.6791
C 2.4491 -3.5675 -3.8232
C 3.7309 -3.5226 -3.4550
C 4.6678 -4.6438 -3.7546
O 5.8326 -4.5545 -3.4177
C 4.1335 -5.8190 -4.4462
C 2.8501 -5.8654 -4.8120
C 1.9197 -4.7326 -4.5363
O 0.7592 -4.8060 -4.9028
O 2.3379 -6.9426 -5.4495
O 4.2391 -2.4558 -2.7935
H 1.7628 -2.7607 -3.6139
H 4.8182 -6.6327 -4.6423
H 1.3993 -6.7309 -5.6048
H 5.1805 -2.6678 -2.6452

Cartesian forces, eV/Å:
C 0.9 -0.7 0.4
C -0.4 -0.3 2.5
O 1.1 0.2 -0.8
C 1.5 0.6 2.2
C 0.4 -1.1 -0.4
F -1.7 0.4 -1.2
O -1.6 1.4 0.1
C 1.7 -0.4 -0.5
F -1.4 -0.8 -0.7
C 1.8 1.5 -0.9
F -0.8 -1.7 0.4
N 0.1 -0.7 -1.5
C -1.7 -0.4 -1.9
O -0.6 0.3 1.8
O 0.2 0.6 -1.9
C -1.9 1.3 0.7
C -1.8 1.3 0.3
O 0.4 -1.1 0.0
C 0.7 0.5 0.2
N 0.6 -0.5 0.5
H -0.5 -0.8 0.5
H 0.5 -0.1 -1.3
H -1.1 0.7 -0.5
H 1.0 0.3 -1.0
H -0.6 1.1 -0.8
H -0.9 -0.8 -0.4
H 0.8 0.9 0.1
H -0.8 0.0 1.1
H 0.0 -0.3 1.5
H 0.7 -0.7 1.0
H 1.2 0.6 0.2
H 0.1 -0.1 1.0
H 0.6 -1.0 1.0
H 1.4 0.4 0.2
H 0.1 0.0 -1.3
H -0.1 -0.2 0.4
H 0.7 0.8 -0.1
H -0.1 -1.0 -0.8
H -0.1 -0.6 -0.2
H -0.6 0.2 0.2
C 0.5 0.6 0.0
C 0.0 -0.9 -0.9
C -0.3 0.2 0.6
O 0.2 -0.1 -0.3
C -0.1 -0.1 0.0
C -0.3 0.4 0.7
C 0.0 -0.7 -0.7
O -0.1 0.4 0.3
O 0.1 -0.3 -0.5
O 0.0 0.9 0.9
H 0.0 0.0 0.0
H 0.0 0.0 0.0
H 0.0 -0.2 -0.1
H 0.0 -0.1 -0.1
C -0.2 0.3 -0.1
C 1.0 0.0 0.6
C -0.7 0.0 -0.4
O 0.3 0.0 0.1
C 0.3 -0.4 0.0
C -1.1 0.1 -0.6
C 0.7 0.2 0.5
O -0.3 -0.1 -0.2
O 1.0 -0.1 0.5
O -0.9 0.1 -0.6
H 0.0 0.0 0.0
H 0.0 0.0 0.0
H -0.1 0.0 0.0
H 0.1 0.0 0.1
C -0.3 -0.2 -0.2
C -0.2 1.0 0.4
C 0.3 -0.8 -0.3
O -0.2 0.4 0.2
C 0.3 0.2 0.2
C 0.1 -1.1 -0.4
C -0.3 0.5 0.2
O 0.2 -0.3 0.0
O -0.1 1.0 0.5
O 0.1 -0.9 -0.4
H 0.1 0.0 0.0
H 0.0 0.0 0.0
H 0.0 -0.1 -0.1
H 0.0 0.0 0.0

Values from the calculation:
* net charge: +1
* LUMO level: -4.03 eV
* spin multiplicity: 1
* highest occupied orbital energy: -11.5 eV

---

no.,largest force on an atom (eV Å⁻¹)
1,8.40
2,0.54
3,2.75